Density functional theory data (the ωB97M-V functional and the def2-TZVPD basis) for 2 unconnected molecules or ions with the total composition C4H7N3O.

```
15
Properties=species:S:1:pos:R:3:forces:R:3
C 0.4314 -1.2958 -0.3472 -0.4 0.7 0.5
C 1.8463 -1.0517 -0.6901 0.0 -0.4 -0.8
N -1.9858 1.3683 -0.6297 0.0 -0.9 -0.4
C -0.0864 -0.2998 0.6858 1.3 -0.5 0.8
C 0.5740 0.8118 1.1114 -1.0 -0.3 -0.4
O -1.5081 0.1411 -0.7355 -1.3 1.7 -0.5
N -0.2194 -2.2602 -0.8472 0.3 -0.1 0.1
N 2.6020 -0.3520 -0.0523 0.7 0.4 0.7
H -2.9090 1.4372 -0.2136 0.1 -0.1 0.0
H -1.8279 1.9531 -1.4428 0.1 -0.1 0.1
H -1.1734 -2.2716 -0.4834 0.0 0.1 0.0
H 3.5573 -0.0829 -0.2522 0.0 -0.3 -0.4
H -0.7973 -0.7618 1.3615 0.1 0.0 0.1
H 1.0877 1.4706 0.4254 0.4 -0.2 0.1
H 0.4084 1.1938 2.1100 -0.3 0.1 -0.1
```
Forces are in eV/Å.

- LUMO (alpha / beta) (eV) = -0.707 / 0.044
- energy relative to the best compared isomer or geometry (same formula, charge and spin) (kcal/mol) = 174.2

Here are the natural (NBO) charges for atoms 1 to 5, given in e: 0.15, 0.30, -0.40, -0.22, -0.35



Density functional theory data (the ωB97M-V functional and the def2-TZVPD basis) for C4H7N3O in the gas phase.

```
15
Properties=species:S:1:pos:R:3:forces:R:3
C 0.1817 0.5169 -1.8342 0.2 -0.1 0.0
C -0.7013 0.6963 0.6987 2.8 -4.4 -2.9
C 0.6185 0.6708 -0.4046 -0.8 3.2 -1.1
C -0.0377 -0.5130 1.1852 -2.2 -1.1 4.1
O 0.1506 -2.6126 1.8112 -0.5 -0.2 -0.6
N -0.6785 -1.6727 1.1407 1.5 2.0 0.5
N -1.8776 0.9581 0.3626 0.6 3.6 0.2
N 1.7329 1.1788 -0.0265 -1.2 -0.2 0.3
H -0.3389 -3.4430 1.6968 0.2 0.3 0.0
H -2.4213 1.5746 0.9870 -0.6 -1.7 0.0
H 2.2784 1.5205 -0.8242 0.1 -0.7 0.0
H 0.8646 -0.3709 1.7932 -0.1 -0.3 -0.7
H 1.0473 0.4616 -2.4989 0.0 -0.2 0.1
H -0.3770 1.4061 -2.1407 -0.2 -0.2 0.2
H -0.4416 -0.3715 -1.9463 -0.1 0.1 -0.1
```
Forces are in eV/Å.

- LUMO (alpha / beta) (eV) = -0.849 / -0.848
- SMILES string = [H]/N=C(C)/C(/C=N/O)=N/[H]
- energy relative to the best compared isomer or geometry (same formula, charge and spin) (kcal/mol) = 152.6

Here are the natural (NBO) charges for atoms 1 to 5, given in e: -0.70, 0.38, 0.25, -0.09, -0.58



Density functional theory data (the ωB97M-V functional and the def2-TZVPD basis) for C4H7N3O in the gas phase.

```
15
Properties=species:S:1:pos:R:3:forces:R:3
C -1.3378 0.9262 0.8195 0.4 2.6 0.3
C -1.3329 -0.0324 -0.4498 0.2 -0.6 3.8
C 0.8638 0.2482 -1.0998 0.1 -1.0 -0.6
C -0.9753 -1.4082 0.0377 -1.1 -0.9 0.3
H -0.3991 0.8572 1.4048 -0.2 -0.2 -0.7
H -2.0994 0.8831 1.6682 0.3 -0.5 -1.8
H -1.3253 2.0386 0.3932 -0.2 -2.4 0.9
H -2.2959 -0.0046 -0.8680 -1.3 -0.3 -0.6
H 1.5893 0.4659 -1.8546 0.4 0.6 -0.5
H 0.9551 -1.0150 0.4126 -1.3 -1.9 1.4
H 3.1159 0.1085 0.4367 1.1 -0.5 0.1
N -0.3793 0.3383 -1.3807 1.9 1.3 -1.4
N 1.4311 -0.2723 0.0331 1.2 1.1 -0.5
N -0.6167 -2.4326 0.4369 -0.4 0.8 -0.4
O 2.8066 -0.7008 0.0101 -1.0 1.7 -0.4
```
Forces are in eV/Å.

- LUMO (eV) = 0.755
- SMILES string = C[C@H](C#N)/N=C\NO
- energy relative to the best compared isomer or geometry (same formula, charge and spin) (kcal/mol) = 87.5

Here are the natural (NBO) charges for atoms 1 to 5, given in e: -0.63, -0.16, 0.28, 0.27, 0.22



Density functional theory data (the ωB97M-V functional and the def2-TZVPD basis) for C4H7N3O in the gas phase.

```
15
Properties=species:S:1:pos:R:3:forces:R:3
C -1.7197 -0.1928 0.2482 -1.7 7.0 -3.1
C 0.5656 0.5910 -0.6326 2.1 -2.9 1.2
C 1.7618 -0.2239 -0.1352 2.1 2.3 3.5
C 0.5236 -0.1780 0.7482 1.4 3.0 1.7
H -0.9815 -1.6967 -0.5743 2.1 -3.7 1.5
H -2.7228 -0.4382 0.4636 -1.0 -0.7 -0.3
H -0.0161 2.5867 -0.7819 -1.8 -1.8 0.4
H 0.0863 -0.1123 -1.2780 -0.3 -0.3 -1.1
H 2.2127 -1.0897 -0.6489 -0.9 0.7 -0.1
H 2.6005 0.3490 0.5630 -2.0 -1.5 -2.3
H 0.7119 0.6184 1.6311 -0.7 -2.1 -2.2
N -0.7278 -0.7700 0.8052 5.3 -4.6 3.9
N -1.6017 1.0382 -0.3423 0.9 0.5 1.5
N -0.2448 1.6456 -0.3370 -1.8 1.9 -1.3
O -0.4480 -2.1273 0.2710 -3.8 2.1 -3.3
```
Forces are in eV/Å.

- LUMO (eV) = 0.606
- SMILES string = ON1C=NN[C@H]2C[C@@H]21
- energy relative to the best compared isomer or geometry (same formula, charge and spin) (kcal/mol) = 216.2

Here are the natural (NBO) charges for atoms 1 to 5, given in e: 0.06, -0.12, -0.36, -0.06, 0.46